Record 1
{
  "formula": "C6H10O",
  "method": "the ωB97M-V functional and the def2-TZVPD basis",
  "multiplicity": 1,
  "lumo_energy_ev": 1.0,
  "relative_energy_kj_mol": 446.2,
  "orbital_gap_ha": 0.3353,
  "homo_energy_ev": -8.09,
  "e_tot_ha": -309.67243,
  "species": ["C", "C", "C", "C", "O", "C", "C", "H", "H", "H", "H", "H", "H", "H", "H", "H", "H"],
  "coordinates": [[1.719441, -0.610984, -0.225876], [0.735394, 0.322266, 0.451477], [0.027906, 1.394044, -0.423668], [-1.327094, 0.937504, 0.142882], [-2.006333, -0.032812, -0.689204], [-1.402916, -1.101702, -0.015171], [-0.651372, -0.196721, 0.953901], [2.017510, -1.431133, 0.437315], [2.618105, -0.056142, -0.515087], [1.290276, -1.054262, -1.130726], [1.224166, 0.804807, 1.303367], [0.307167, 2.427856, -0.192275], [0.103255, 1.240660, -1.505151], [-2.021915, 1.684923, 0.540322], [-0.413054, -1.860212, -0.844704], [-1.454990, -2.140110, -0.321559], [-0.765539, -0.327989, 2.034164]],
  "atomic_forces_ev_per_a": [[0.0630, 0.0172, 0.0272], [0.2165, 0.0139, 0.1215], [-0.0380, -0.0007, -0.0471], [-0.1918, -0.0143, 0.0407], [-0.1447, -0.2239, -0.3449], [2.5675, -0.8983, -1.7143], [0.1897, -0.3447, 0.0302], [-0.0026, 0.1172, -0.0672], [-0.0663, -0.0644, 0.0548], [0.1236, 0.1236, 0.1559], [-0.0082, -0.0101, -0.0792], [-0.1117, -0.1924, -0.0362], [-0.0152, -0.0283, 0.1575], [0.1309, -0.2506, -0.0649], [-0.1025, 2.3335, 0.4639], [-2.5649, -0.4390, 1.5778], [-0.0452, -0.1387, -0.2756]]
}

Record 2
{
  "formula": "C6H10O",
  "method": "the ωB97M-V functional and the def2-TZVPD basis",
  "smiles": "O=CCCC1CC1",
  "multiplicity": 1,
  "lumo_energy_ev": 1.1,
  "relative_energy_kj_mol": 203.7,
  "orbital_gap_ha": 0.3843,
  "homo_energy_ev": -9.38,
  "e_tot_ha": -309.76479,
  "species": ["O", "C", "C", "C", "C", "C", "C", "H", "H", "H", "H", "H", "H", "H", "H", "H", "H"],
  "coordinates": [[-0.726937, 2.133365, 2.314521], [-1.050650, 1.807862, 1.192042], [-0.122380, 1.873107, -0.020868], [0.209073, 0.426623, 0.309780], [0.002984, -0.650380, -0.705566], [1.118244, -1.571278, -1.102710], [0.048686, -2.048521, -0.164560], [-2.052109, 1.473629, 0.862159], [-0.614390, 2.020623, -0.994638], [0.622012, 2.640408, 0.182330], [-0.636606, 0.208002, 1.128149], [1.127264, 0.354228, 0.898162], [-0.758821, -0.433793, -1.454842], [1.115560, -1.949417, -2.119366], [2.104634, -1.369970, -0.693151], [-0.692652, -2.754041, -0.520101], [0.306089, -2.160447, 0.888657]],
  "atomic_forces_ev_per_a": [[-0.4300, -0.0175, -0.3802], [-0.2821, 2.5235, -0.5643], [-0.4787, 0.3541, 0.7677], [-0.9405, -0.8670, 1.2212], [-0.0175, -0.0700, -0.0928], [0.2201, 0.0233, -0.1962], [-0.1196, -0.2315, 0.0040], [-0.2204, -0.2303, 0.6178], [0.0724, -0.1018, 0.4886], [0.3113, -0.3273, -0.2714], [1.7525, -0.8674, -1.3251], [-0.0336, -0.1086, -0.1907], [0.1747, -0.0818, 0.1349], [0.0472, 0.0066, 0.1312], [-0.1580, -0.0452, -0.0640], [0.1518, -0.0204, -0.0249], [-0.0497, 0.0611, -0.2559]]
}